1.
One molecule with the formula C3H7N3O. Source: OMol25; level of theory: wB97M-V/def2-TZVPD.

Values from the calculation:
Maximum force, Eh/bohr: 0.0125
Kohn-Sham gap, eV: 10.7502
Structure (SMILES): [H]/N=C/NC(=O)NC
E_HOMO, eV: -9.91

Each atom is followed by the atoms it is bonded to, with distances in Å.
CARTESIAN COORDINATES (ANGSTROEM)
1 H -4.09 -0.07 -0.62  N2 1.017
2 N -3.32 0.34 -0.09  H1 1.017, C3 1.270
3 C -2.23 -0.22 -0.43  N2 1.270, N4 1.390, H9 1.093
4 N -1.03 0.18 0.16  C3 1.390, C5 1.377, H10 1.012
5 C 0.18 -0.40 -0.13  N4 1.377, O6 1.214, N7 1.443
6 O 0.35 -1.18 -1.04  C5 1.214
7 N 1.18 0.03 0.81  C5 1.443, C8 1.481, H11 1.018
8 C 2.45 0.44 0.16  N7 1.481, H12 1.094, H13 1.099, H14 1.098
9 H -2.10 -1.03 -1.15  C3 1.093
10 H -1.05 0.90 0.87  N4 1.012
11 H 1.30 -0.77 1.42  N7 1.018
12 H 2.26 1.38 -0.37  C8 1.094
13 H 2.89 -0.29 -0.53  C8 1.099
14 H 3.20 0.69 0.93  C8 1.098

---

2.
One molecule with the formula C3H7N3O in a non-equilibrium geometry. Source: OMol25; level of theory: wB97M-V/def2-TZVPD.

Values from the calculation:
Maximum force, Eh/bohr: 0.0692
Kohn-Sham gap, eV: 10.0426
Structure (SMILES): C/C(N)=N\C(N)=O
E_HOMO, eV: -9.15

Each atom is followed by the atoms it is bonded to, with distances in Å.
CARTESIAN COORDINATES (ANGSTROEM)
1 C 0.64 1.31 0.92  C2 1.716, H8 1.086, H9 1.085, H10 1.084
2 C -0.71 0.48 0.25  C1 1.716, N3 1.343, N4 1.292
3 N -1.96 0.90 0.49  C2 1.343, H11 1.010, H12 1.004
4 N -0.55 -0.56 -0.49  C2 1.292, C5 1.374
5 C 0.72 -0.92 -0.88  N4 1.374, N6 1.360, O7 1.231
6 N 0.80 -2.24 -1.21  C5 1.360, H13 1.005, H14 1.004
7 O 1.73 -0.22 -0.80  C5 1.231
8 H 0.78 0.80 1.87  C1 1.086
9 H 0.25 2.31 1.07  C1 1.085
10 H 1.59 1.50 0.44  C1 1.084
11 H -2.73 0.39 0.09  N3 1.010
12 H -2.15 1.61 1.17  N3 1.004
13 H 1.65 -2.58 -1.63  N6 1.005
14 H -0.05 -2.77 -1.29  N6 1.004